1.
2 unconnected molecules or ions with the total composition C4H6N2. Source: OMol25; level of theory: ωB97M-V/def2-TZVPD.

relative energy (zero: lowest compared OMol25 entry of this formula, charge and spin): 133.5 kcal/mol
2S+1: 1
HOMO energy (alpha / beta): -9.765 / -9.820 eV
total charge: 0

Element x y z (Å)
N (-0.34598, 1.63884, -2.22571)
C (-0.13054, 0.62396, -1.71433)
C (0.14344, -0.69794, -1.14113)
C (0.77775, -0.68278, 0.23205)
C (-0.87875, 1.39069, 1.13489)
N (0.45975, -1.58573, 1.06534)
H (-0.78014, -1.28157, -1.09076)
H (0.82301, -1.22045, -1.82764)
H (1.54608, 0.07959, 0.39616)
H (-1.94699, 1.12341, 1.29128)
H (-0.68562, 2.10719, 1.96411)
H (1.01797, -1.49520, 1.91573)



2.
A single C18H25N5O3S molecule. Source: OMol25; level of theory: ωB97M-V/def2-TZVPD.

SMILES string: C#CC(C)(C)NC(=O)CSc1nc2c(c(=O)n(C)c(=O)n2C)n1CCCC
relative energy (zero: lowest compared OMol25 entry of this formula, charge and spin): 56.3 kcal/mol
2S+1: 1
HOMO energy: -8.082 eV
total charge: 0

Element x y z (Å)
C (0.62286, 2.33148, 1.06434)
C (-0.49695, 2.06306, 1.38866)
C (-1.85425, 1.70364, 1.79221)
N (-2.50233, 0.95421, 0.71321)
C (-2.75258, 1.42432, -0.52393)
O (-2.65181, 2.57576, -0.87460)
C (-3.28321, 0.35278, -1.48382)
H (-4.33709, 0.15271, -1.28620)
H (-3.15727, 0.70632, -2.50563)
S (-2.42553, -1.23846, -1.30174)
C (-0.80988, -0.61511, -1.43073)
N (-0.57190, 0.62115, -1.82835)
C (0.76504, 0.75697, -1.72976)
C (1.34726, -0.41803, -1.27913)
N (0.30084, -1.30334, -1.09842)
C (0.38843, -2.63228, -0.55115)
C (0.08599, -2.62300, 0.94983)
C (0.36393, -3.97341, 1.60662)
C (-0.56020, -5.07937, 1.11057)
H (-0.39983, -5.98681, 1.68731)
H (-0.37289, -5.30834, 0.06508)
H (-1.60193, -4.78464, 1.21845)
H (1.40285, -4.25194, 1.42214)
H (0.23748, -3.86204, 2.68571)
H (-0.96137, -2.35052, 1.10281)
H (0.71361, -1.86110, 1.41901)
H (-0.32243, -3.26953, -1.08271)
H (1.40754, -2.98662, -0.71935)
C (2.75614, -0.55022, -1.08814)
O (3.35851, -1.54217, -0.71880)
N (3.41174, 0.65101, -1.38065)
C (2.85147, 1.84866, -1.81039)
O (3.53945, 2.82821, -1.99827)
N (1.48630, 1.87079, -1.99982)
C (0.81919, 3.08204, -2.42863)
H (-0.13108, 3.15917, -1.90218)
H (0.63414, 3.04914, -3.50317)
H (1.46471, 3.92743, -2.19973)
C (4.85696, 0.67816, -1.22253)
H (5.13573, 1.42779, -0.48230)
H (5.32750, 0.93531, -2.17091)
H (5.16959, -0.31136, -0.89763)
H (-2.58549, -0.04205, 0.85833)
C (-1.78645, 0.78560, 3.01591)
H (-1.20054, -0.10559, 2.79609)
H (-2.78936, 0.48993, 3.31731)
H (-1.31315, 1.30847, 3.84269)
C (-2.65097, 2.97336, 2.10750)
H (-3.65491, 2.70835, 2.43177)
H (-2.15551, 3.53407, 2.89566)
H (-2.71725, 3.59416, 1.21863)
H (1.59888, 2.60188, 0.78882)



3.
A molecular structure, C31H21F5FeN8O3S2. Source: OMol25; level of theory: ωB97M-V/def2-TZVPD.

relative energy (zero: lowest compared OMol25 entry of this formula, charge and spin): 0.0 kcal/mol
2S+1: 1
HOMO energy: -1.899 eV
total charge: -2

Element x y z (Å)
Fe (0.48009, -1.47968, 1.79100)
N (-1.18337, 0.16071, 5.28313)
C (-0.98307, -0.60640, 4.13931)
S (0.18377, -1.90015, 4.21515)
N (-1.71598, -0.30897, 3.10832)
N (-1.40832, -1.18772, 2.05026)
C (-2.38316, -1.81858, 1.52344)
C (-2.22692, -2.92879, 0.60650)
C (-3.38301, -3.44034, 0.00408)
C (-3.36781, -4.56114, -0.79653)
C (-2.14233, -5.21143, -0.99225)
C (-0.99144, -4.74981, -0.40421)
C (-0.96837, -3.58428, 0.41582)
O (0.14430, -3.20002, 0.92426)
H (-0.37235, 0.16216, 5.88077)
H (-1.53168, 1.08520, 5.07126)
H (-3.39273, -1.55157, 1.83994)
H (-4.31988, -2.92008, 0.18285)
H (-4.27239, -4.91977, -1.27001)
H (-2.09720, -6.09172, -1.62540)
H (-0.04356, -5.25114, -0.55980)
O (2.44611, -1.80983, 1.76495)
N (3.13239, -0.93072, 2.36029)
N (2.46911, 0.11318, 2.70259)
O (1.18827, 0.29659, 2.45077)
C (3.13228, 1.07230, 3.51201)
C (2.36211, 1.83170, 4.38184)
C (2.97928, 2.78328, 5.17859)
C (4.35325, 2.97370, 5.11351)
C (5.11148, 2.20523, 4.23856)
C (4.50746, 1.25585, 3.42951)
H (1.29336, 1.66850, 4.39706)
H (2.37659, 3.38416, 5.84860)
H (4.83049, 3.72226, 5.73419)
H (6.18260, 2.35414, 4.17509)
H (5.07994, 0.65616, 2.73715)
C (1.53126, -0.44472, -2.20256)
C (1.33235, -1.13702, -1.01811)
N (0.53516, -0.67449, -0.05450)
C (-0.15486, 0.43921, -0.28335)
C (-0.05990, 1.17170, -1.46515)
C (0.83267, 0.72456, -2.43604)
C (-0.97952, 2.28536, -1.74484)
C (-1.51542, 3.14339, -0.87680)
C (-1.16393, 3.25781, 0.55226)
C (-2.15387, 3.27839, 1.53129)
C (-1.74043, 3.35240, 2.84515)
N (-0.45721, 3.42596, 3.19265)
C (0.40571, 3.41026, 2.17969)
N (0.12649, 3.34080, 0.88609)
H (2.19312, -0.84351, -2.95738)
H (1.80841, -2.08289, -0.79610)
H (-0.82664, 0.73526, 0.51137)
H (0.94397, 1.26746, -3.36582)
H (-1.33003, 2.32000, -2.77251)
H (-2.32012, 3.78810, -1.21554)
H (-3.19941, 3.18625, 1.27111)
H (-2.46328, 3.34724, 3.65507)
H (1.45588, 3.46249, 2.43932)
F (0.15885, -0.35446, -9.90646)
C (-0.25259, -0.50806, -8.62755)
C (-1.59553, -0.46069, -8.30203)
F (-2.50031, -0.25602, -9.28338)
C (-2.00661, -0.61874, -6.99394)
F (-3.33160, -0.55318, -6.77534)
C (-1.12695, -0.83599, -5.91487)
S (-1.65498, -1.03294, -4.29022)
C (0.22524, -0.87185, -6.30534)
F (1.18480, -1.05890, -5.37980)
C (0.65680, -0.71554, -7.60763)
F (1.97318, -0.76064, -7.90132)



4.
6 unconnected molecules or ions with the total composition C22H32N2O22S5. Source: OMol25; level of theory: ωB97M-V/def2-TZVPD.

SMILES string: C=Cc1ccc2c(c1NCC)C(=O)NC2=O.O=S1(=O)OCCO1.O=S1(=O)OCCO1.O=S1(=O)OCCO1.O=S1(=O)OCCO1.O=S1(=O)OCCO1
2S+1: 1
HOMO energy: -7.365 eV
total charge: 0

Element x y z (Å)
C (1.45137, -2.80084, 3.08910)
C (0.57937, -2.52907, 2.04911)
C (0.79569, -1.22044, 1.34461)
C (1.70488, -1.12313, 0.30348)
C (1.90302, 0.07699, -0.31891)
C (1.21140, 1.14618, 0.15445)
C (0.30324, 1.07907, 1.20243)
C (0.06546, -0.14703, 1.81301)
N (-0.88512, -0.24859, 2.87072)
C (-2.26861, -0.13877, 2.36360)
C (-2.83274, -1.55601, 1.97513)
C (-0.25812, 2.49322, 1.46457)
O (-1.25197, 2.78064, 2.07748)
N (0.68434, 3.36403, 0.83117)
C (1.22241, 2.59051, -0.28757)
O (1.53486, 3.10356, -1.32942)
H (1.17633, -2.68245, 4.13550)
H (2.46830, -3.09124, 2.81303)
H (-0.23222, -3.18621, 1.74938)
H (2.23987, -2.01708, 0.01239)
H (2.60683, 0.20025, -1.13361)
H (-0.74536, 0.50297, 3.53482)
H (-2.29862, 0.49838, 1.47198)
H (-2.92082, 0.32006, 3.10625)
H (-3.40548, -1.95745, 2.80913)
H (-3.47084, -1.43314, 1.09789)
H (-2.01904, -2.21579, 1.69059)
H (1.44720, 3.34191, 1.51975)
C (-4.42913, 3.67136, -0.78839)
C (-4.48624, 3.13890, 0.62972)
O (-5.34902, 1.99760, 0.55765)
S (-5.16733, 1.29449, -0.86895)
O (-4.22903, 0.24291, -0.71872)
O (-6.44796, 1.10959, -1.45057)
O (-4.41327, 2.49628, -1.60731)
H (-5.31970, 4.25577, -1.02982)
H (-3.54242, 4.27132, -0.97503)
H (-4.87409, 3.87582, 1.32746)
H (-3.51397, 2.78200, 0.98431)
C (-9.08470, -1.06424, -2.72291)
C (-9.66103, -0.03170, -1.78234)
O (-10.93480, -0.56521, -1.39359)
S (-10.84818, -2.16732, -1.34887)
O (-10.62312, -2.57731, -0.01130)
O (-11.90739, -2.69369, -2.12818)
O (-9.47053, -2.32471, -2.15928)
H (-9.52489, -0.98600, -3.71960)
H (-8.00277, -0.99579, -2.79828)
H (-9.78421, 0.93934, -2.25325)
H (-9.04718, 0.07479, -0.88631)
C (-0.77280, -6.86590, -1.37217)
C (-0.19475, -5.65629, -2.07648)
O (0.38445, -4.87251, -1.02575)
S (0.93784, -5.84752, 0.12402)
O (2.32806, -6.03561, -0.07379)
O (0.39679, -5.42685, 1.36348)
O (0.17683, -7.17981, -0.34570)
H (-1.72700, -6.63136, -0.89596)
H (-0.90049, -7.71383, -2.03980)
H (-0.94791, -5.08155, -2.60825)
H (0.60137, -5.94072, -2.76811)
C (5.71930, 0.67407, 1.75443)
C (6.20151, 1.91166, 1.03075)
O (5.27953, 2.94174, 1.43378)
S (4.79366, 2.66207, 2.93270)
O (5.55960, 3.45148, 3.82443)
O (3.37423, 2.67768, 2.94534)
O (5.29512, 1.14488, 3.04172)
H (4.85667, 0.22814, 1.25293)
H (6.50011, -0.07387, 1.86178)
H (6.19316, 1.78910, -0.04150)
H (7.19634, 2.19957, 1.35821)
C (9.95973, 3.29676, -3.24642)
C (9.40038, 4.34245, -2.30634)
O (8.12083, 3.82508, -1.91872)
S (8.18128, 2.22566, -1.87084)
O (8.40784, 1.82570, -0.52736)
O (7.11142, 1.71177, -2.64213)
O (9.55345, 2.04447, -2.67858)
H (9.52137, 3.37940, -4.24281)
H (11.04266, 3.34337, -3.32279)
H (9.29051, 5.31470, -2.77803)
H (10.01429, 4.44135, -1.40856)



5.
A molecular structure, C12H27ClIMoN2OP2S. Source: OMol25; level of theory: ωB97M-V/def2-TZVPD.

relative energy (zero: lowest compared OMol25 entry of this formula, charge and spin): 69.0 kcal/mol
2S+1: 3
HOMO energy (alpha / beta): -17.481 / -17.507 eV
expectation value of S²: 2.201
total charge: +3

Element x y z (Å)
C (-3.36740, 1.55286, -1.32587)
C (-2.19271, 1.08339, -2.03156)
H (-4.19000, 1.95398, -1.97356)
H (-3.09471, 2.35897, -0.61422)
H (-3.80338, 0.73578, -0.71484)
O (-1.74983, 0.94325, -3.11762)
I (-3.00730, 1.13037, 2.92391)
Mo (-1.04242, 0.36732, 1.38761)
P (-1.76123, -1.20105, -0.14822)
C (-0.61361, -1.96662, -1.35780)
C (-1.63618, -2.44978, 1.21935)
H (-2.37909, -3.21925, 0.95547)
H (-3.24084, -2.77091, -1.16821)
H (-1.85716, -2.08235, 2.23216)
H (-4.19425, -1.51221, -0.31149)
H (0.37148, -2.14242, -0.90270)
H (-0.64751, -2.92913, 1.22353)
C (-3.32732, -1.69391, -0.96239)
H (-1.05852, -2.92638, -1.65613)
H (-3.44118, -1.16322, -1.92074)
H (-0.54004, -1.30561, -2.23074)
P (-0.31643, 2.09532, 0.03458)
C (1.05510, 1.88571, -1.15583)
C (-0.98318, 3.66552, -0.64285)
H (0.19223, 2.50541, 2.49388)
H (0.71001, 3.78858, 1.36132)
H (1.66231, 2.29625, 1.49832)
C (0.64003, 2.69855, 1.50734)
H (-1.73163, 4.11104, 0.02795)
H (-0.12260, 4.34406, -0.73907)
H (1.47250, 2.88368, -1.34105)
H (0.64439, 1.47892, -2.08757)
H (-1.40780, 3.49259, -1.64459)
H (1.83360, 1.23171, -0.74200)
Cl (-0.30052, -0.09482, 3.71594)
C (3.60896, -1.66917, 2.44520)
N (3.46327, -1.54183, 1.00250)
C (4.36833, -1.87597, 0.01121)
C (3.79117, -1.57785, -1.18982)
N (2.53561, -1.06038, -0.89926)
C (2.34987, -1.04420, 0.44223)
S (1.07545, -0.57377, 1.44939)
H (3.50525, -0.69083, 2.93894)
H (2.83034, -2.32345, 2.86749)
H (4.59696, -2.08659, 2.64825)
H (5.32123, -2.29124, 0.26954)
H (4.12928, -1.67678, -2.20181)
H (1.84944, -0.73354, -1.57618)



6.
2 unconnected molecules or ions with the total composition C5H12NO. Source: OMol25; level of theory: ωB97M-V/def2-TZVPD.

relative energy (zero: lowest compared OMol25 entry of this formula, charge and spin): 14.6 kcal/mol
2S+1: 1
HOMO energy: -2.482 eV
total charge: -1

Element x y z (Å)
C (-0.10959, 1.92405, 1.19617)
O (-0.94975, 1.83399, 0.07697)
C (-0.59992, 1.11197, 2.39318)
H (-0.01274, 2.97787, 1.50722)
H (0.91766, 1.57990, 0.97629)
H (-0.04628, 1.44303, 3.28145)
H (-0.46203, 0.04675, 2.20287)
H (-1.67449, 1.22097, 2.56895)
C (0.49608, -2.39415, -1.44796)
C (0.24746, -0.90716, -1.16264)
C (1.11572, 0.01062, -1.64901)
N (-0.95357, -0.66672, -0.49700)
H (0.14812, -2.64019, -2.45896)
H (-0.05355, -3.01689, -0.74608)
H (1.56347, -2.63096, -1.43151)
H (1.01322, 1.05985, -1.40865)
H (1.85752, -0.27948, -2.38553)
H (-1.55897, -1.41237, -0.80803)
H (-0.93835, 0.73893, -0.20774)



Largest force on an atom / eV Å⁻¹: 1.14; 1.47; 0.37; 2.78; 6.87; 2.12
E_tot / eV: -7219.80188; -43500.83135; -120195.64372; -125525.60478; -69771.44675; -8916.42956